An isolated ion of composition C7H10N4 and charge +2 in a non-equilibrium geometry. Source: OMol25; level of theory: ωB97M-V/def2-TZVPD.

Last columns: bonded neighbours and bond lengths (Å).
Element x y z (Å)
1 N -0.0623 -1.9515 -0.0922  N4 1.469, C11 1.275
2 N 2.2176 -1.0095 -0.1751  C7 1.353, C11 1.461, H13 1.056
3 N 2.6416 1.2830 0.2217  C7 1.326, H12 1.021, H19 0.997
4 N -0.4792 -0.6529 0.4534  N1 1.469, C5 1.448, C10 1.606, H16 1.018
5 C 0.3278 0.4791 0.0490  N4 1.448, C7 1.501, C8 1.330
6 C -1.7148 1.3250 -0.4411  C8 1.454, C10 1.497, H15 1.007, H18 1.074
7 C 1.8132 0.2605 0.0574  N2 1.353, N3 1.326, C5 1.501
8 C -0.2983 1.6079 -0.2726  C5 1.330, C6 1.454, H21 1.095
9 C -2.9429 -0.8884 0.2371  C10 1.322, H17 1.098, H20 1.152
10 C -1.9278 -0.0519 0.1052  N4 1.606, C6 1.497, C9 1.322
11 C 1.1825 -2.0246 -0.3580  N1 1.275, N2 1.461, H14 1.079
12 H 3.6326 1.0702 0.3481  N3 1.021
13 H 3.2053 -1.3493 -0.0222  N2 1.056
14 H 1.4913 -3.0425 -0.5396  C11 1.079
15 H -1.9870 1.4908 -1.3962  C6 1.007
16 H -0.6111 -0.9022 1.4315  N4 1.018
17 H -3.9616 -0.7102 -0.1329  C9 1.098
18 H -2.2812 2.1340 -0.0196  C6 1.074
19 H 2.4849 2.2514 0.3981  N3 0.997
20 H -2.7916 -1.9046 0.7585  C9 1.152
21 H 0.0610 2.5858 -0.6107  C8 1.095

The value obtained for the HOMO energy is -18.11 eV. The calculation puts the LUMO energy at -8.985 eV. The SMILES is C=C1CC=C2C(=[NH2+])NC=N[N@H+]12. Its charge is +2. For the orbital gap, the calculation gives 9.1 eV. Its strongest force on any atom is 3.941 eV/Å.